(1)
Below is a structure of composition C34H48CuN3SbSi3, with properties calculated with the ωB97M-V functional and the def2-TZVPD basis.

CARTESIAN COORDINATES (ANGSTROEM)
Cu 0.573 -1.520 -0.046
N 3.161 -2.140 -1.024
C 4.159 -1.488 -0.330
C 5.261 -1.076 -1.096
C 6.410 -0.582 -0.528
C 6.479 -0.498 0.855
C 5.375 -0.859 1.603
C 4.154 -1.305 1.074
C 2.977 -1.580 2.002
C 3.247 -1.505 3.382
C 2.315 -1.814 4.355
C 1.048 -2.206 3.967
C 0.744 -2.191 2.617
C 1.645 -1.852 1.589
H 3.175 -1.996 -2.020
H 2.246 -2.097 -0.610
H 5.192 -1.186 -2.172
H 7.241 -0.280 -1.153
H 7.376 -0.153 1.351
H 5.486 -0.775 2.671
H 4.209 -1.186 3.744
H 2.586 -1.739 5.402
H 0.294 -2.481 4.696
H -0.283 -2.432 2.352
C -3.850 0.188 0.022
Sb -1.818 -0.335 0.582
C -1.226 -1.676 -0.983
C -1.464 -1.250 -2.378
C -2.763 -1.107 -2.898
C -2.965 -0.794 -4.223
C -1.858 -0.608 -5.040
C -0.612 -0.773 -4.461
N -0.403 -1.091 -3.188
Si -1.896 -3.385 -0.675
C -3.698 -3.488 -0.085
C -1.811 -4.339 -2.297
C -0.953 -4.428 0.574
C -0.859 1.744 0.448
C 0.528 1.697 -0.178
C 1.509 2.661 0.080
C 2.683 2.653 -0.644
C 2.865 1.707 -1.643
C 1.864 0.772 -1.819
N 0.755 0.749 -1.087
Si -1.787 3.000 -0.645
C -2.027 2.331 -2.371
C -3.414 3.608 0.072
C -0.804 4.590 -0.906
Si -0.804 2.235 2.290
C -0.595 4.088 2.613
C -2.427 1.833 3.150
C 0.599 1.366 3.150
H -4.373 -0.764 -0.021
H -3.977 0.705 -0.925
H -4.284 0.774 0.831
H -3.608 -1.266 -2.241
H -3.972 -0.695 -4.611
H -1.951 -0.353 -6.086
H 0.284 -0.652 -5.064
H -4.411 -3.254 -0.877
H -3.887 -2.811 0.747
H -3.913 -4.498 0.271
H -2.442 -3.917 -3.076
H -2.115 -5.373 -2.129
H -0.787 -4.339 -2.669
H -1.313 -4.298 1.594
H 0.115 -4.218 0.584
H -1.102 -5.475 0.305
H 1.344 3.416 0.830
H 3.448 3.394 -0.439
H 3.762 1.681 -2.245
H 1.927 -0.011 -2.564
H -2.812 1.588 -2.463
H -1.110 1.860 -2.718
H -2.260 3.160 -3.043
H -4.116 2.828 0.348
H -3.894 4.232 -0.685
H -3.245 4.235 0.947
H 0.099 4.424 -1.486
H -0.528 5.102 0.012
H -1.448 5.261 -1.481
H -1.403 4.687 2.199
H 0.343 4.507 2.259
H -0.616 4.215 3.697
H -3.289 2.211 2.605
H -2.417 2.318 4.128
H -2.564 0.766 3.304
H 1.571 1.703 2.792
H 0.559 0.289 3.001
H 0.546 1.559 4.223

Values from the calculation:
Strongest force on any atom, eV/A: 0.6
Net charge: -1
Energy, hartree: -4237.9684
Highest occupied orbital energy, eV: -4.39


(2)
Below is a cluster of 6 separate species, C40H71N2O16S2 in total, with properties calculated with the ωB97M-V functional and the def2-TZVPD basis.

CARTESIAN COORDINATES (ANGSTROEM)
C 5.680 -2.654 0.102
C 4.137 -2.838 0.363
C 3.380 -1.449 0.220
C 3.041 -1.132 -1.289
C 1.649 -1.753 -1.705
C 0.626 -0.658 -2.214
C -0.659 -1.417 -2.765
C -1.984 -0.604 -2.593
N -1.990 0.666 -3.345
C -1.638 1.848 -2.517
C -0.372 2.618 -3.066
C -0.030 3.774 -2.021
C 1.050 3.242 -1.018
C 1.279 4.180 0.224
C 2.580 3.790 1.039
C 3.780 4.786 0.776
C 5.121 3.954 0.978
C -3.235 0.891 -4.036
S -3.176 1.287 -5.650
S -4.896 0.800 -3.261
C -5.120 2.300 -2.184
C -6.411 2.152 -1.282
C -5.959 1.744 0.173
N -5.365 0.381 0.177
C -4.427 0.200 1.332
C -4.062 -1.319 1.554
O -4.345 -2.176 0.452
C -5.686 -2.056 -0.029
C -6.643 -3.230 0.387
C -6.399 -0.705 0.334
H 6.124 -3.670 0.242
H 5.884 -2.291 -0.936
H 6.141 -1.923 0.807
H 4.000 -3.187 1.416
H 3.702 -3.589 -0.333
H 4.080 -0.669 0.620
H 2.454 -1.491 0.850
H 3.849 -1.628 -1.889
H 3.096 -0.040 -1.501
H 1.175 -2.357 -0.899
H 1.831 -2.419 -2.590
H 1.079 -0.123 -3.080
H 0.343 0.041 -1.385
H -0.697 -2.427 -2.294
H -0.471 -1.568 -3.861
H -2.165 -0.458 -1.488
H -2.822 -1.256 -2.950
H -2.481 2.586 -2.555
H -1.392 1.577 -1.457
H -0.606 3.087 -4.048
H 0.515 1.951 -3.167
H -0.992 4.038 -1.522
H 0.322 4.682 -2.564
H 2.034 3.120 -1.540
H 0.718 2.224 -0.692
H 0.410 4.176 0.920
H 1.439 5.216 -0.167
H 2.326 3.811 2.122
H 2.945 2.776 0.745
H 3.818 5.606 1.531
H 3.743 5.260 -0.231
H 5.321 3.364 0.049
H 4.918 3.218 1.792
H 5.985 4.619 1.212
H -5.142 3.218 -2.812
H -4.270 2.410 -1.462
H -7.044 1.335 -1.705
H -6.983 3.102 -1.247
H -6.873 1.806 0.817
H -5.261 2.523 0.562
H -4.842 0.180 -0.694
H -3.550 0.887 1.282
H -5.000 0.522 2.242
H -4.521 -1.660 2.527
H -2.954 -1.368 1.710
H -5.618 -2.080 -1.149
H -7.472 -2.882 1.059
H -7.163 -3.598 -0.536
H -6.133 -4.105 0.839
H -7.178 -0.490 -0.439
H -6.834 -0.696 1.365
C 9.083 -3.701 3.336
C 9.365 -4.145 1.928
O 8.283 -5.033 1.656
C 7.261 -4.697 2.479
O 6.156 -5.134 2.390
O 7.661 -3.795 3.417
H 9.416 -2.683 3.529
H 9.523 -4.366 4.083
H 9.333 -3.319 1.214
H 10.321 -4.658 1.834
C -3.536 7.477 -3.459
C -4.952 6.987 -3.343
O -4.790 5.706 -2.732
C -3.607 5.720 -2.067
O -3.249 4.867 -1.315
O -2.888 6.825 -2.366
H -3.458 8.559 -3.368
H -3.059 7.164 -4.390
H -5.561 7.616 -2.689
H -5.446 6.899 -4.309
C 4.399 -3.290 5.013
C 3.841 -2.090 4.302
O 2.685 -1.775 5.076
C 2.878 -2.284 6.321
O 2.178 -2.054 7.255
O 3.972 -3.086 6.360
H 5.484 -3.345 4.952
H 3.976 -4.229 4.647
H 4.523 -1.236 4.321
H 3.571 -2.303 3.269
C 2.380 -5.339 -5.023
C 2.483 -3.997 -5.691
O 3.673 -3.450 -5.130
C 4.435 -4.495 -4.708
O 5.560 -4.398 -4.343
O 3.742 -5.663 -4.760
H 1.918 -6.091 -5.661
H 1.837 -5.296 -4.075
H 2.607 -4.076 -6.774
H 1.626 -3.359 -5.478
C -4.284 0.692 6.463
C -3.653 -0.643 6.744
O -4.545 -1.553 6.098
C -5.193 -0.869 5.130
O -5.885 -1.373 4.298
O -4.957 0.463 5.223
H -3.550 1.491 6.367
H -5.020 0.976 7.218
H -2.661 -0.742 6.296
H -3.582 -0.857 7.809

Values from the calculation:
Strongest force on any atom, eV/A: 2.5
Net charge: +1
Energy, hartree: -3676.1864
Highest occupied orbital energy, eV: -10.68